C17H23N3O3 | ωB97M-V/def2-TZVPD

Computed properties:
Charge: 0
Structure (SMILES): CC[C@H](C)[C@H](NC(=O)[C@@H](N)Cc1c[nH]c2ccccc12)C(=O)O
ΔE to the lowest compared entry with this formula, charge and spin, eV: 1.592
DFT total energy, eV: -28615.961
Kohn-Sham gap, eV: 8.6602
HOMO level, eV: -8.10
Max |F|, Eh/bohr: 0.0389
2S+1: 1
LUMO level, eV: 0.6

Geometry (Å):
H: -3.43 -3.10 0.14
H: 3.69 -0.94 -2.34
H: 5.52 -0.09 0.85
C: 3.59 -0.41 -0.26
H: -7.24 0.02 -0.03
N: 1.40 0.33 0.82
C: 0.77 -0.86 1.06
N: -4.93 -1.75 0.07
N: -1.06 0.63 1.87
H: -4.64 3.37 -0.67
H: -5.58 -2.50 0.08
H: -1.10 0.12 -0.74
H: 3.24 0.28 1.79
C: -3.82 0.17 -0.20
H: 5.41 0.73 -0.69
H: 5.85 -1.43 -1.95
C: -6.06 1.80 -0.34
C: -2.90 -0.91 -0.11
H: -1.08 -1.52 1.81
C: -5.12 -0.38 -0.11
C: -6.24 0.41 -0.14
O: 4.12 2.51 0.96
O: 2.37 2.43 -0.45
C: -4.75 2.31 -0.44
H: 3.32 -1.42 0.05
C: 2.82 0.46 0.81
C: -3.64 -2.05 0.06
C: 3.16 1.95 0.51
O: 1.36 -1.94 1.01
H: 5.38 -2.34 -0.47
C: -0.72 -0.66 1.24
C: -1.40 -0.80 -0.18
C: 3.12 -0.23 -1.71
H: -2.59 1.96 -0.40
H: -0.99 -1.65 -0.70
H: 1.60 1.83 -0.60
C: 5.82 -1.42 -0.85
H: 6.87 -1.42 -0.52
H: -0.81 0.60 2.87
H: 2.06 -0.53 -1.77
H: 3.21 0.74 -2.17
H: -2.03 0.76 1.75
C: -3.60 1.55 -0.36
C: 5.15 -0.20 -0.17
H: -6.91 2.46 -0.44
H: 0.80 1.15 1.05

Atom charges from the natural (NBO) analysis, given in e for atoms 1 to 8: 0.21 0.22 0.21 -0.22 0.22 -0.68 0.68 -0.51